No. 1
Entry from the OMol25 dataset: C4H7NO in the gas phase at a distorted geometry (ωB97M-V with the def2-TZVPD basis set).

Each line ends with the natural charge from an NBO analysis.
Element x y z (Å)
C -0.16 1.40 -0.81  -0.62
C -0.80 0.30 0.03  -0.40
C 0.27 -0.64 0.57  0.01
O -0.29 -1.49 1.55  -0.69
C 0.91 -1.42 -0.52  0.25
N 1.45 -2.01 -1.36  -0.31
H -0.91 2.13 -1.15  0.22
H 0.59 1.94 -0.22  0.20
H 0.34 0.99 -1.69  0.22
H -1.55 -0.26 -0.54  0.22
H -1.31 0.72 0.91  0.22
H 1.07 -0.03 1.01  0.20
H 0.39 -1.63 2.22  0.48

LUMO level   0.021 Eh
Relative energy (zero: lowest compared OMol25 entry of this formula, charge and spin)   1.150 eV
Orbital gap   12.04 eV


No. 2
Entry from the OMol25 dataset: CH3N3O3 in the gas phase at a distorted geometry (ωB97M-V with the def2-TZVPD basis set).

Each line ends with the natural charge from an NBO analysis.
Element x y z (Å)
C 1.11 1.68 0.20  0.61
N -0.53 -1.40 0.38  -0.67
N -0.25 -0.03 0.48  -0.16
N -0.90 0.84 0.01  0.57
O 2.05 1.77 -0.52  -0.50
O -0.12 1.90 -0.33  -0.36
O -2.06 0.84 -0.01  -0.40
H 1.17 1.64 1.39  0.15
H -1.34 -1.94 -0.15  0.38
H -0.66 -1.66 1.35  0.37

LUMO level   0.009 Eh
Relative energy (zero: lowest compared OMol25 entry of this formula, charge and spin)   4.559 eV
Orbital gap   9.59 eV


No. 3
Entry from the OMol25 dataset: 2 unconnected molecules or ions with the total composition C6H12N4O2 at a distorted geometry (ωB97M-V with the def2-TZVPD basis set).

Each line ends with the natural charge from an NBO analysis.
Element x y z (Å)
C 0.68 -1.23 -1.38  -0.42
C 0.63 1.17 -1.59  0.58
C 0.26 3.58 -1.77  -0.41
C -0.24 -1.87 2.13  0.43
C -1.07 -2.58 3.03  -0.40
C -2.09 -1.73 3.18  0.16
H 0.15 -2.03 -0.84  0.21
H 1.76 -1.29 -1.20  0.18
H 0.49 -1.36 -2.45  0.20
H -0.30 0.14 -0.08  0.43
H 2.09 0.37 -2.52  0.34
H -1.10 2.10 -1.25  0.38
H 0.17 3.61 -2.88  0.19
H 1.28 3.81 -1.48  0.21
H -0.41 4.36 -1.36  0.19
H 1.66 -1.70 1.89  0.50
H -0.94 -3.55 3.49  0.25
H -2.97 -1.73 3.81  0.22
N 0.13 0.04 -0.99  -0.66
N 1.68 1.28 -2.34  -0.80
N -0.10 2.29 -1.20  -0.63
N -0.75 -0.72 1.75  -0.20
O 0.95 -2.32 1.62  -0.68
O -1.94 -0.64 2.43  -0.27

LUMO level   0.020 Eh
Relative energy (zero: lowest compared OMol25 entry of this formula, charge and spin)   1.477 eV
Orbital gap   8.90 eV


No. 4
Entry from the OMol25 dataset: a gas-phase ion, C6H10N3 (charge +1) at a distorted geometry (ωB97M-V with the def2-TZVPD basis set).

Each line ends with the natural charge from an NBO analysis.
Element x y z (Å)
C -0.29 -3.09 1.64  -0.37
C -0.94 -2.40 0.75  -0.04
C 0.72 0.68 -0.10  0.26
C -0.59 0.85 -0.76  0.15
C 1.84 1.65 -0.27  -0.65
C -1.21 2.04 -1.42  -0.65
N 0.64 -0.51 0.50  -0.27
N -0.51 -1.16 0.16  0.02
N -1.26 -0.26 -0.49  -0.14
H -0.72 -3.88 2.18  0.25
H 0.80 -3.07 1.73  0.21
H -2.05 -2.57 0.51  0.27
H 2.70 1.13 -0.48  0.25
H 1.55 2.37 -1.03  0.26
H 2.02 2.19 0.58  0.26
H -1.74 2.57 -0.57  0.26
H -1.91 1.62 -2.11  0.26
H -0.43 2.73 -1.77  0.24
H 1.39 -0.90 0.94  0.43

LUMO level   -0.163 Eh
Relative energy (zero: lowest compared OMol25 entry of this formula, charge and spin)   2.849 eV
Orbital gap   9.25 eV
Total charge   +1